[1]
# C11H18BrN5O5

A cluster of 2 separate species, C11H18BrN5O5 in total at a distorted geometry (ωB97M-V/def2-TZVPD, OMol25).

The geometry in ORCA input format:
```
! RIJCOSX wB97M-V def2-TZVPD def2/J DEFGRID3
* xyz 0 1
O 2.33 6.84 0.23
O -0.95 4.76 2.31
O -1.39 -2.98 -3.02
O -1.12 -1.61 1.78
Br 4.10 4.39 -0.70
O 0.82 -0.47 0.10
C 1.81 5.78 0.53
C 0.05 4.69 1.62
C -1.75 -1.94 -2.48
C -1.06 -2.59 1.04
C 2.42 4.49 0.22
C 1.75 3.37 0.63
N 2.28 2.13 0.39
N 0.61 5.84 1.16
N 0.55 3.46 1.29
N -1.37 -3.83 1.45
N -1.41 -1.63 -1.23
C -2.62 -0.95 -3.21
C -1.82 -4.14 2.81
C 1.65 -1.92 -1.62
C -0.52 -2.44 -0.38
C 0.89 -1.83 -0.31
H 0.26 -0.49 0.89
H 3.11 2.13 -0.20
H 1.63 1.34 0.26
H 0.30 6.72 1.53
H 0.24 2.69 1.87
H -1.31 -4.58 0.79
H -1.74 -0.75 -0.85
H -2.78 -1.31 -4.23
H -3.58 -0.87 -2.71
H -2.13 0.02 -3.24
H -1.07 -3.80 3.53
H -1.96 -5.22 2.93
H -2.76 -3.63 3.02
H 2.66 -1.54 -1.49
H 1.70 -2.96 -1.95
H 1.15 -1.33 -2.39
H -0.42 -3.44 -0.81
H 1.46 -2.38 0.44
*
```

Summary:
E_HOMO (eV): -8.499
Calculated total energy (Eh): -3654.0596
Lowest unoccupied orbital energy (Eh): 0.0091

***

[2]
# C51H54B3BrF7O7P

A structure of composition C51H54B3BrF7O7P at a distorted geometry (ωB97M-V/def2-TZVPD, OMol25).

The geometry in ORCA input format:
```
! RIJCOSX wB97M-V def2-TZVPD def2/J DEFGRID3
* xyz 0 1
C -3.24 -1.91 1.12
C -1.86 -2.64 1.10
O -1.41 -2.59 -0.27
P -0.17 -3.64 -0.60
O -0.76 -4.75 -1.36
C 0.59 -4.39 0.90
C 1.73 -3.56 1.61
C 1.77 -2.05 1.25
B 2.45 -1.19 2.39
O 3.39 -1.65 3.32
B 3.48 -0.80 4.44
O 2.44 0.03 4.87
B 1.52 0.18 3.84
C -0.06 0.31 4.05
C -0.77 1.35 3.16
O -1.51 2.09 3.65
Br -0.54 1.46 1.23
O 2.06 0.16 2.54
O 0.91 -2.90 -1.59
C 0.65 -1.51 -1.84
C -0.46 -1.27 -2.93
H -3.08 -0.83 0.97
H -3.75 -2.11 2.08
H -3.85 -2.31 0.30
H -2.05 -3.66 1.47
H -1.18 -2.05 1.74
H -0.15 -4.68 1.67
H 1.04 -5.34 0.56
H 2.70 -4.07 1.47
H 1.53 -3.63 2.70
H 2.41 -1.94 0.36
H 0.77 -1.60 1.07
H 4.50 -0.80 5.04
H -0.31 0.46 5.11
H -0.48 -0.68 3.77
H 1.57 -1.03 -2.22
H 0.36 -0.93 -0.95
H -0.02 -0.97 -3.89
H -1.14 -0.48 -2.58
H -1.04 -2.21 -3.01
F -4.23 -2.08 4.35
C -5.57 -2.19 4.45
C -6.37 -1.14 4.06
C -7.75 -1.26 4.17
C -8.30 -2.43 4.67
C -7.48 -3.48 5.07
C -6.11 -3.36 4.95
H -5.92 -0.23 3.68
H -8.39 -0.45 3.85
H -9.38 -2.52 4.76
H -7.92 -4.39 5.46
H -5.45 -4.17 5.25
F 2.01 6.84 2.00
C 0.68 6.70 2.16
C -0.16 7.71 1.75
C -1.53 7.56 1.90
C -2.04 6.40 2.48
C -1.18 5.39 2.89
C 0.19 5.54 2.72
H 0.25 8.61 1.31
H -2.20 8.35 1.58
H -3.11 6.29 2.60
H -1.58 4.49 3.34
H 0.87 4.76 3.03
F 1.95 -5.75 -4.45
C 0.79 -5.64 -5.13
C -0.35 -5.23 -4.46
C -1.54 -5.12 -5.16
C -1.58 -5.43 -6.51
C -0.43 -5.84 -7.17
C 0.77 -5.95 -6.47
H -0.30 -5.00 -3.40
H -2.44 -4.79 -4.65
H -2.52 -5.35 -7.06
H -0.47 -6.09 -8.22
H 1.68 -6.26 -6.97
F 1.16 12.00 6.18
C 1.32 11.86 4.85
C 1.58 10.60 4.33
C 1.73 10.46 2.96
C 1.63 11.56 2.13
C 1.37 12.82 2.67
C 1.21 12.97 4.04
H 1.66 9.75 5.00
H 1.93 9.48 2.54
H 1.75 11.45 1.06
H 1.30 13.68 2.02
H 1.00 13.93 4.47
F -2.46 6.02 -3.23
C -1.13 6.11 -3.04
C -0.32 6.40 -4.11
C 1.05 6.50 -3.91
C 1.59 6.30 -2.65
C 0.75 6.01 -1.58
C -0.62 5.92 -1.77
H -0.75 6.54 -5.09
H 1.71 6.73 -4.75
H 2.66 6.38 -2.49
H 1.17 5.85 -0.59
H -1.29 5.70 -0.95
F 6.10 0.10 3.76
C 6.96 -0.44 2.88
C 8.21 0.13 2.72
C 9.10 -0.44 1.82
C 8.73 -1.55 1.08
C 7.47 -2.11 1.24
C 6.58 -1.55 2.15
H 8.48 1.00 3.30
H 10.09 -0.01 1.70
H 9.43 -1.99 0.37
H 7.18 -2.97 0.66
H 5.59 -1.98 2.30
F -2.56 -7.81 -9.21
C -2.40 -8.89 -8.42
C -3.51 -9.49 -7.85
C -3.34 -10.60 -7.04
C -2.07 -11.09 -6.79
C -0.96 -10.48 -7.36
C -1.13 -9.37 -8.18
H -4.50 -9.08 -8.05
H -4.21 -11.08 -6.60
H -1.94 -11.96 -6.15
H 0.03 -10.86 -7.16
H -0.28 -8.88 -8.64
*
```

Summary:
E_HOMO (eV): -8.654
Calculated total energy (Eh): -6191.7576
Lowest unoccupied orbital energy (Eh): 0.0018

***

[3]
# C11H15N2O3

The ion C11H15N2O3 with charge -1 at a distorted geometry (ωB97M-V/def2-TZVPD, OMol25).

The geometry in ORCA input format:
```
! RIJCOSX wB97M-V def2-TZVPD def2/J DEFGRID3
* xyz -1 1
C 4.28 0.32 0.73
C 3.12 -0.33 1.24
C 4.00 0.72 -0.57
C 2.22 -0.38 0.19
C 0.76 -0.46 0.31
C -1.14 1.26 0.03
C -1.43 -1.12 -0.06
C -0.30 1.40 -1.12
C -1.54 2.55 0.71
C -1.72 -2.20 0.99
C -2.17 -1.44 -1.40
N -1.75 0.22 0.47
N 0.01 -1.26 -0.36
O -2.62 0.25 1.43
O 0.37 -2.24 -1.21
O 2.75 0.41 -0.91
H 5.12 0.64 1.25
H 3.01 -0.66 2.26
H 4.66 1.22 -1.25
H 0.57 1.85 -0.77
H -0.71 2.19 -1.80
H -0.14 0.40 -1.63
H -0.81 3.45 0.52
H -1.34 2.55 1.83
H -2.57 2.73 0.55
H -1.37 -3.09 0.52
H -2.81 -2.37 1.10
H -1.24 -2.06 2.00
H -1.89 -2.47 -1.66
H -2.02 -0.55 -2.09
H -3.32 -1.54 -1.31
*
```

Summary:
E_HOMO (eV): -2.832
Calculated total energy (Eh): -763.1554
Energy relative to the best compared isomer or geometry (same formula, charge and spin) (kcal/mol): 0.0
Lowest unoccupied orbital energy (Eh): 0.1298

***

[4]
# C4H5Cl4FO

A cluster of 2 separate species, C4H5Cl4FO in total (ωB97M-V/def2-TZVPD, OMol25).

The geometry in ORCA input format:
```
! RIJCOSX wB97M-V def2-TZVPD def2/J DEFGRID3
* xyz 0 1
C -1.40 0.15 -0.11
C -2.74 -0.09 -0.78
C -3.92 -0.56 -0.08
C 2.63 -0.14 -0.77
H -0.59 -0.07 -0.81
H -2.86 0.54 -1.67
H -3.86 -0.79 0.99
H -4.91 -0.29 -0.46
H 3.24 0.15 -1.63
O -3.16 -1.42 -0.92
F 1.80 -1.14 -1.12
Cl -1.14 -0.89 1.30
Cl -1.28 1.87 0.31
Cl 3.71 -0.70 0.51
Cl 1.68 1.25 -0.26
*
```

Summary:
E_HOMO (eV): -10.638
Calculated total energy (Eh): -2171.2386
Lowest unoccupied orbital energy (Eh): 0.0256